Molecular formula: C12H32FNO6S
Method: DFT, ωB97M-V/def2-TZVPD

Geometry (Å):
O  -6.03  -0.48  3.13
S  -4.69  -0.50  2.69
O  -3.93  -1.57  3.19
F  -3.99  0.81  3.11
N  -4.52  -0.50  1.05
C  -4.48  0.82  0.40
C  -4.00  0.59  -1.03
C  -2.48  0.38  -1.07
O  -2.08  -0.51  -2.10
H  -5.20  -1.13  0.64
H  -3.75  1.45  0.91
H  -5.45  1.31  0.33
H  -4.48  -0.27  -1.48
H  -4.22  1.45  -1.66
H  -1.98  1.33  -1.26
H  -2.13  0.05  -0.09
H  -1.82  0.01  -2.87
C  -0.70  4.61  -1.30
C  -1.41  4.21  -2.59
C  -1.38  5.35  -3.60
O  -2.76  3.85  -2.31
H  -1.20  5.47  -0.84
H  -0.73  3.79  -0.58
H  0.34  4.87  -1.48
H  -0.93  3.33  -3.01
H  -1.90  6.22  -3.21
H  -1.90  5.05  -4.52
H  -0.36  5.63  -3.85
H  -3.20  4.61  -1.93
C  2.00  -1.43  2.33
C  0.58  -1.16  1.86
C  -0.19  -2.46  1.66
O  0.61  -0.43  0.64
H  2.55  -2.02  1.58
H  2.55  -0.50  2.46
H  2.01  -1.98  3.27
H  0.07  -0.54  2.59
H  0.29  -3.08  0.90
H  -1.21  -2.25  1.32
H  -0.25  -3.03  2.59
H  1.06  -0.96  -0.03
C  5.25  -3.61  1.43
C  5.62  -3.62  -0.04
C  7.12  -3.40  -0.23
O  4.89  -2.61  -0.73
H  5.48  -2.65  1.89
H  4.17  -3.77  1.55
H  5.77  -4.40  1.98
H  5.34  -4.57  -0.49
H  7.42  -2.43  0.17
H  7.37  -3.40  -1.29
H  7.70  -4.18  0.27
H  5.14  -1.76  -0.35

The value obtained for the total energy is -1480.62283 Ha. Its energy above the lowest of the compared OMol25 structures with the same formula, charge and spin is 0.00 kcal/mol. Its SMILES is O=S(=O)(F)NCCCO.CC(C)O.CC(C)O.CC(C)O. For the gap between HOMO and LUMO, the calculation gives 10.66 eV. As for the spin multiplicity: 1.